Formula: C27H30Br41Cl2F3N2
Source: the Open Molecules 2025 dataset
Level of theory: the ωB97M-V functional and the def2-TZVPD basis

Last column: Mulliken charge in e.
CARTESIAN COORDINATES (ANGSTROEM)
C (5.74, -4.59, -1.58)  -1.41
C (4.43, -3.72, -1.44)  0.79
Cl (3.06, -4.90, -1.37)  -0.23
C (4.40, -2.73, -2.61)  -1.18
C (3.09, -1.99, -2.93)  0.74
C (2.02, -2.89, -3.52)  -0.42
N (1.26, -3.58, -3.96)  -0.64
C (2.52, -1.02, -1.84)  4.06
C (2.18, -1.67, -0.53)  -1.83
N (2.04, -2.29, 0.39)  -0.19
C (3.64, 0.09, -1.62)  -1.34
C (4.50, -0.09, -0.34)  0.27
C (5.82, 0.75, -0.54)  -0.55
Cl (5.73, 2.39, 0.20)  -0.10
C (1.28, -0.22, -2.39)  -0.04
C (-0.08, -0.97, -2.20)  -1.41
C (-1.05, -0.32, -1.19)  0.65
F (-1.83, 0.60, -1.83)  -0.24
Br (-0.22, 0.46, 0.38)  -0.01
C (-2.06, -1.43, -0.73)  0.29
F (-2.51, -2.04, -1.84)  -0.24
F (-1.42, -2.38, -0.03)  -0.02
Br (-3.54, -0.75, 0.35)  -0.03
H (6.03, -5.06, -0.63)  0.29
H (5.45, -5.41, -2.26)  0.41
H (6.55, -4.01, -2.06)  0.32
H (4.51, -3.27, -0.44)  0.04
H (5.20, -1.99, -2.45)  0.06
H (4.72, -3.28, -3.53)  0.57
H (3.33, -1.32, -3.77)  -0.11
H (3.22, 1.10, -1.60)  0.62
H (4.33, 0.04, -2.48)  -0.08
H (4.85, -1.12, -0.16)  -0.41
H (4.01, 0.29, 0.57)  0.56
H (6.09, 0.85, -1.61)  0.27
H (6.65, 0.20, -0.06)  0.18
H (1.22, 0.79, -1.98)  0.99
H (1.43, -0.10, -3.49)  -1.45
H (0.02, -2.04, -1.97)  0.48
H (-0.60, -0.94, -3.17)  0.36
C (-0.71, -4.68, 1.67)  -0.15
Br (-1.28, -6.25, 2.65)  -0.07
Br (-0.04, -3.31, 2.85)  -0.05
Br (0.55, -5.12, 0.28)  0.09
H (-1.59, -4.28, 1.19)  0.18
C (-4.98, -0.39, 4.16)  -0.34
Br (-5.99, -0.25, 2.51)  -0.07
Br (-5.65, -1.83, 5.26)  -0.01
Br (-3.08, -0.53, 3.87)  0.02
H (-5.14, 0.53, 4.71)  0.39
C (4.45, 6.16, 1.73)  -0.33
Br (5.89, 5.06, 2.40)  -0.02
Br (4.87, 8.04, 1.88)  -0.04
Br (3.95, 5.68, -0.07)  0.00
H (3.59, 5.98, 2.36)  0.38
C (8.61, -2.41, 0.56)  -0.41
Br (7.25, -2.37, 1.92)  -0.03
Br (7.83, -2.32, -1.21)  0.04
Br (9.94, -1.04, 0.83)  -0.02
H (9.11, -3.37, 0.63)  0.45
C (3.06, 1.58, -5.92)  -0.35
Br (1.92, 3.11, -5.61)  0.01
Br (4.63, 1.63, -4.80)  0.04
Br (2.09, -0.08, -5.74)  -0.04
H (3.40, 1.64, -6.95)  0.37
C (6.39, 4.47, -6.93)  -0.08
Br (8.22, 4.43, -6.32)  0.10
Br (5.86, 6.24, -7.49)  -0.01
Br (6.06, 3.15, -8.30)  -0.03
H (5.77, 4.20, -6.08)  0.05
C (-9.96, -1.70, 3.36)  -0.01
Br (-10.21, -2.45, 5.12)  -0.01
Br (-9.75, -3.08, 2.03)  -0.01
Br (-11.37, -0.47, 2.90)  0.00
H (-9.04, -1.14, 3.38)  0.01
C (-2.85, 4.51, -1.37)  -0.11
Br (-3.22, 2.89, -0.39)  0.05
Br (-2.22, 5.92, -0.21)  -0.02
Br (-1.62, 4.18, -2.83)  0.04
H (-3.78, 4.84, -1.80)  0.01
C (-12.03, -0.77, 8.23)  0.26
Br (-13.47, 0.13, 7.32)  0.00
Br (-10.79, 0.48, 9.03)  0.01
Br (-12.68, -2.06, 9.51)  0.04
H (-11.48, -1.32, 7.47)  -0.29
C (-5.38, -1.25, 9.42)  -0.12
Br (-4.05, 0.10, 9.09)  -0.01
Br (-4.83, -2.48, 10.81)  0.00
Br (-7.11, -0.48, 9.79)  0.05
H (-5.48, -1.83, 8.51)  0.09
C (-4.47, 6.95, -5.03)  -0.31
Br (-4.91, 5.35, -4.06)  -0.01
Br (-3.88, 8.36, -3.85)  -0.01
Br (-3.18, 6.60, -6.43)  0.00
H (-5.38, 7.30, -5.51)  0.34
C (-15.46, -5.02, 9.99)  0.13
Br (-15.71, -5.77, 11.76)  -0.01
Br (-15.25, -6.40, 8.66)  -0.01
Br (-16.87, -3.79, 9.53)  0.00
H (-14.54, -4.46, 10.01)  -0.14
C (11.93, 4.23, -7.71)  -0.31
Br (11.04, 5.66, -8.65)  0.00
Br (13.84, 4.30, -7.93)  -0.04
Br (11.43, 4.18, -5.84)  -0.07
H (11.59, 3.30, -8.15)  0.37

The HOMO-LUMO gap comes out at 8.9 eV. For the total energy, the calculation gives -107910.689456 hartree. The molecular weight is 3786.51 g mol⁻¹. The total charge is 0.